1.
C21H26FN3O2 | ωB97M-V/def2-TZVPD

Values from the calculation:
DFT total energy = -33481.5402 eV
Strongest force on any atom = 1.1 eV Å⁻¹
HOMO energy = -7.44 eV
Energy above the lowest of the compared OMol25 structures with the same formula, charge and spin = 35.0 kcal per mole
SMILES string = Cc1occc1C(=O)N1CCC[C@H](N2CCN(c3ccccc3F)CC2)C1

```
53
Properties=species:S:1:pos:R:3:lowdin_charge:R:1
C -0.98763 4.98758 -2.01123 0.01
C -0.09064 5.45559 -0.92554 -0.25
C 0.78804 4.76304 -0.13107 -0.10
C 1.37209 5.73361 0.73761 -0.02
C 0.79551 6.91816 0.41433 -0.11
O -0.09771 6.75713 -0.58023 0.06
H 0.92894 7.90989 0.79775 0.12
H 2.13588 5.56566 1.46914 0.12
C 1.12502 3.33031 -0.27562 -0.40
O 1.30057 2.83111 -1.37687 0.06
N 1.28719 2.61730 0.86876 -0.04
C 0.71794 2.95782 2.15026 -0.15
H 0.43561 4.00946 2.16839 0.11
C -0.51103 2.08463 2.41668 -0.15
C -0.16368 0.59974 2.31460 -0.15
H -1.06919 0.01477 2.48145 0.11
C 0.43448 0.30436 0.93754 -0.30
N 0.88884 -1.06984 0.74599 -0.13
C 0.23401 -2.13485 1.48113 -0.15
H 0.89128 -3.01009 1.41227 0.13
C -1.14204 -2.52385 0.91005 -0.13
N -1.00029 -2.92828 -0.47611 -0.09
C -0.78781 -4.25271 -0.80515 -0.17
C -1.59309 -5.27601 -0.27889 -0.20
C -1.44796 -6.60158 -0.62225 -0.02
C -0.48732 -6.97296 -1.54749 -0.10
C 0.30825 -5.99165 -2.11003 -0.10
C 0.16592 -4.66672 -1.74556 -0.03
H 0.82068 -3.93894 -2.19674 0.10
H 1.06121 -6.25790 -2.83691 0.10
H -0.37124 -8.00817 -1.82550 0.10
H -2.10678 -7.32710 -0.17095 0.12
F -2.59075 -4.97769 0.59975 0.04
C -0.38077 -1.86641 -1.24110 -0.14
C 0.98023 -1.44994 -0.65625 -0.15
H 1.67857 -2.29057 -0.71596 0.12
H 1.38677 -0.62152 -1.23551 0.12
H -1.06360 -1.00945 -1.20331 0.12
H -0.28402 -2.16281 -2.28477 0.12
H -1.82248 -1.66578 0.94276 0.12
H -1.56917 -3.32246 1.50988 0.12
H 0.14798 -1.86708 2.53265 0.11
C 1.65917 1.22493 0.76451 -0.09
H 2.11778 1.08072 -0.21322 0.11
H 2.39275 0.98941 1.54092 0.14
H -0.31040 0.59352 0.17617 0.15
H 0.56374 0.34207 3.08752 0.12
H -0.90550 2.30697 3.40937 0.11
H -1.28206 2.32897 1.68189 0.12
H 1.47297 2.77970 2.92477 0.13
H -2.01195 4.88281 -1.65167 0.09
H -0.98708 5.70585 -2.82799 0.09
H -0.63203 4.02634 -2.37065 0.08
```

***

2.
C21H26N2O2RuSi | ωB97M-V/def2-TZVPD

Values from the calculation:
DFT total energy = -39727.7067 eV
Strongest force on any atom = 6.7 eV Å⁻¹
HOMO energy (alpha / beta) = -6.45 / -7.90 eV
Energy above the lowest of the compared OMol25 structures with the same formula, charge and spin = 0.7 kcal per mole
Multiplicity = 5

```
53
Properties=species:S:1:pos:R:3:lowdin_spin:R:1
Ru 0.00000 0.00000 0.00000 2.79
N -1.67000 1.28910 0.00000 0.13
C -2.95760 0.68810 0.28470 0.01
C -2.77890 -0.84290 0.09900 0.02
O -3.85310 -1.51180 0.06950 0.02
O -1.57160 -1.21750 0.00000 0.10
H -1.37530 2.23630 0.61080 0.01
H -1.58740 1.77570 -0.97610 0.01
H -3.73040 1.07800 -0.38350 0.00
H -3.24700 0.88140 1.32200 0.00
C -0.66810 4.31730 -1.35590 0.01
Si 0.47150 2.83620 -1.51730 0.04
C -0.28520 1.64140 -2.75940 0.00
C 2.12810 3.40880 -2.18530 0.01
N 0.65170 2.00570 0.00000 0.39
C 1.15610 2.51530 1.14240 0.03
C 1.64430 3.81330 1.36620 0.07
C 2.14550 4.21860 2.61210 -0.01
C 2.17400 3.33080 3.68060 0.08
C 1.70000 2.03890 3.49780 -0.01
C 1.20230 1.64720 2.24900 0.10
H -0.85150 4.76350 -2.33830 0.00
H -0.24180 5.09140 -0.71260 0.00
H -1.63330 4.01810 -0.93590 0.00
H -0.41440 2.12970 -3.72990 0.00
H -1.26510 1.29590 -2.41670 0.00
H 0.35920 0.76810 -2.89850 0.00
H 2.00660 3.83490 -3.18600 0.00
H 2.82610 2.56910 -2.25870 0.00
H 2.58130 4.17410 -1.54990 0.00
H 1.64660 4.54840 0.56890 0.00
H 2.51060 5.23270 2.73230 0.00
H 2.56090 3.64270 4.64340 0.00
H 1.71060 1.32610 4.31440 0.00
H 0.83540 0.62900 2.12740 0.02
C 4.71140 -2.91640 1.05160 0.00
C 4.25800 -1.59140 1.04520 0.01
C 2.93430 -1.30490 0.70140 0.04
C 2.06580 -2.34490 0.36430 0.01
C 0.67060 -2.06380 0.00000 -0.03
C -0.16320 -3.06430 -0.32380 0.04
C 0.31590 -4.46890 -0.31740 0.00
C 1.58600 -4.75710 0.01130 0.03
C 2.52040 -3.67440 0.37060 0.00
C 3.84270 -3.95630 0.71450 0.00
H 5.73440 -3.13830 1.31730 0.00
H 4.93140 -0.78890 1.30630 0.00
H 2.58620 -0.28000 0.69720 0.02
H -1.18990 -2.85090 -0.59130 0.00
H -0.36900 -5.26560 -0.58110 0.00
H 1.93250 -5.78430 0.01480 0.00
H 4.19510 -4.97840 0.72020 0.00
H 1.82770 0.00000 0.00000 0.07
```

***

3.
C21H26N2O3 | ωB97M-V/def2-TZVPD

Values from the calculation:
DFT total energy = -31323.4359 eV
Strongest force on any atom = 0.7 eV Å⁻¹
HOMO energy = -8.71 eV
Energy above the lowest of the compared OMol25 structures with the same formula, charge and spin = 14.9 kcal per mole
SMILES string = COC(=O)[C@H](Cc1ccccc1)NC(=O)N[C@@H](C)CCc1ccccc1

```
52
Properties=species:S:1:pos:R:3:lowdin_charge:R:1
C -2.15377 -3.43501 -1.06657 -0.04
H -2.59409 -3.99769 -0.24139 0.10
H -2.93675 -3.20946 -1.79310 0.10
H -1.34951 -4.00205 -1.52859 0.09
O -1.56958 -2.23163 -0.58591 -0.05
C -2.41961 -1.33816 -0.05943 -0.46
O -3.60316 -1.51746 0.02024 0.14
C -1.69307 -0.07336 0.35916 -0.20
N -0.47736 -0.40002 1.06541 0.13
C 0.16071 0.57081 1.80406 -0.55
O -0.31302 1.67142 1.99710 0.07
N 1.32621 0.14184 2.36266 0.10
H 1.70381 -0.74523 2.07068 0.12
C 2.24698 1.06070 2.99751 -0.36
C 3.00536 0.33433 4.10256 -0.04
H 3.69428 1.01489 4.59512 0.08
H 2.30570 -0.04805 4.84102 0.08
H 3.57015 -0.50438 3.70235 0.07
H 1.62311 1.84519 3.44147 0.14
C 3.17440 1.74415 1.97544 -0.14
H 2.54488 2.31702 1.29211 0.11
H 3.80855 2.44940 2.51596 0.11
C 4.06999 0.79947 1.16049 -0.14
C 3.29690 -0.04779 0.18944 -0.24
C 2.66260 0.53841 -0.89977 -0.03
C 1.93405 -0.22687 -1.79200 -0.09
C 1.81531 -1.59406 -1.60329 -0.10
C 2.45102 -2.19219 -0.52876 -0.09
C 3.19292 -1.42486 0.35405 -0.07
H 3.70310 -1.90563 1.17880 0.11
H 2.37593 -3.26000 -0.38028 0.10
H 1.23916 -2.19130 -2.29412 0.10
H 1.46532 0.24536 -2.64331 0.11
H 2.74813 1.60403 -1.05491 0.12
H 4.64984 0.16478 1.83202 0.11
H 4.77635 1.41639 0.59820 0.12
H 0.06853 -1.15004 0.66957 0.12
H -2.33554 0.49881 1.03535 0.16
C -1.42205 0.76873 -0.91268 -0.08
C -2.69652 1.04106 -1.65481 -0.23
C -3.02976 0.31269 -2.78862 -0.05
C -4.22569 0.54047 -3.44612 -0.08
C -5.10414 1.49967 -2.97397 -0.09
C -4.77974 2.23147 -1.84411 -0.08
C -3.58393 2.00308 -1.18887 -0.03
H -3.32947 2.57372 -0.30776 0.12
H -5.46231 2.98136 -1.47201 0.10
H -6.03915 1.67599 -3.48500 0.10
H -4.47338 -0.03338 -4.32760 0.10
H -2.34567 -0.43790 -3.16172 0.11
H -0.95812 1.70067 -0.58476 0.13
H -0.71789 0.22057 -1.54131 0.10
```

***

4.
C21H26N4O5S | ωB97M-V/def2-TZVPD

Values from the calculation:
DFT total energy = -49233.5986 eV
Strongest force on any atom = 1.1 eV Å⁻¹
HOMO energy = -8.34 eV
Energy above the lowest of the compared OMol25 structures with the same formula, charge and spin = 25.5 kcal per mole
SMILES string = COc1ccccc1N(CC(=O)NC[C@@H]1CCCO1)C(=O)CCC(=O)Nc1nccs1

```
57
Properties=species:S:1:pos:R:3:lowdin_charge:R:1
C 0.10287 2.18816 2.22334 -0.06
H -0.32468 2.02966 3.21732 0.10
H 0.82033 3.01373 2.26080 0.10
H -0.69215 2.43011 1.51933 0.10
O 0.69697 1.01025 1.72639 -0.11
C 1.65729 0.39158 2.46536 -0.21
C 2.22057 0.89723 3.62960 0.00
C 3.19904 0.18117 4.29912 -0.07
C 3.63111 -1.04149 3.82100 -0.08
C 3.07579 -1.55654 2.66215 0.00
C 2.09851 -0.85195 1.98083 -0.16
N 1.48542 -1.40468 0.82452 0.00
C 1.53294 -0.82718 -0.39238 -0.41
O 0.81757 -1.21606 -1.31001 0.04
C 2.56163 0.27424 -0.56325 -0.06
C 3.06036 0.40090 -2.01054 -0.07
C 2.21470 1.34652 -2.84062 -0.49
O 2.64149 2.37072 -3.33518 -0.01
N 0.92217 0.95440 -2.98342 0.13
C 0.02265 1.69392 -3.69706 -0.57
N -1.21806 1.36957 -3.84343 0.03
C -1.87188 2.28540 -4.60197 -0.25
C -1.11899 3.32303 -5.03917 -0.40
S 0.51150 3.17594 -4.48283 1.09
H -1.41896 4.15326 -5.64432 0.05
H -2.91679 2.12924 -4.79905 0.10
H 0.61553 0.07851 -2.54447 0.12
H 3.05752 -0.58132 -2.48809 0.13
H 4.07869 0.78986 -2.01442 0.12
H 3.40445 0.06989 0.09951 0.13
H 2.11108 1.21707 -0.24429 0.13
C 0.62898 -2.55452 1.04473 -0.02
C -0.67120 -2.22614 1.79024 -0.47
O -1.09916 -2.94557 2.66950 0.06
N -1.26967 -1.10219 1.37419 0.09
H -0.89878 -0.57313 0.59851 0.13
C -2.56245 -0.67279 1.84134 -0.11
H -2.93023 -1.41758 2.54945 0.13
H -2.47281 0.29642 2.34266 0.12
C -3.51931 -0.52755 0.65182 -0.31
C -3.65441 -1.82510 -0.17375 -0.11
H -4.70629 -2.05552 -0.34109 0.11
C -2.96155 -1.48402 -1.49542 -0.14
H -1.89875 -1.72371 -1.45573 0.09
C -3.14960 0.02983 -1.55297 -0.19
H -4.16190 0.27697 -1.90515 0.12
O -2.98904 0.46792 -0.21510 -0.11
H -2.41551 0.54326 -2.17571 0.08
H -3.40450 -1.98878 -2.34980 0.11
H -3.19386 -2.66830 0.33719 0.11
H -4.49880 -0.19777 1.02977 0.15
H 0.37044 -2.96765 0.06472 0.14
H 1.16504 -3.30900 1.62471 0.13
H 3.40170 -2.51064 2.27670 0.12
H 4.39297 -1.59515 4.34611 0.10
H 3.62267 0.58850 5.20417 0.11
H 1.89735 1.84710 4.02411 0.11
```